Record 1
The following is a DFT calculation (ωB97M-V/def2-TZVPD) of an isolated molecule of C7H15BrSi at a distorted geometry.

As for the SMILES: CC(C)=C(Br)[Si](C)(C)C. The relative energy (zero: lowest compared OMol25 entry of this formula, charge and spin) is 0.0000 eV. The value obtained for the LUMO energy is 0.874 eV.

Element x y z (Å)
Br  0.350  -2.607  -1.217
Si  0.879  0.546  -0.666
C  0.478  2.364  -1.221
C  -1.757  -0.764  -0.980
C  -2.682  -1.923  -1.073
C  1.204  0.422  1.245
C  2.429  -0.052  -1.587
C  -0.437  -0.908  -0.981
C  -2.348  0.594  -0.913
H  -3.121  0.594  0.008
H  -2.913  0.941  -1.821
H  1.289  3.011  -0.790
H  -2.946  -2.132  -2.046
H  1.194  1.475  1.576
H  2.493  -1.121  -1.463
H  -3.637  -1.460  -0.674
H  0.716  2.709  -2.213
H  0.542  -0.172  1.751
H  -2.322  -2.886  -0.587
H  2.508  0.221  -2.646
H  2.252  0.186  1.502
H  -1.636  1.394  -0.687
H  3.352  0.537  -1.105
H  -0.456  2.665  -0.922

Record 2
The following is a DFT calculation (ωB97M-V/def2-TZVPD) of a structure of composition C16H27N8PPd at a distorted geometry.

The relative energy (zero: lowest compared OMol25 entry of this formula, charge and spin) is 0.9680 eV. The value obtained for the LUMO energy is -6.096 eV. Its charge is +2.

Element x y z (Å)
Pd  -0.704  0.553  0.230
P  0.986  -1.971  -0.239
N  -1.565  -1.219  0.660
N  -0.583  -0.222  -1.832
N  0.950  -1.328  -2.969
N  2.787  -0.891  1.618
N  0.781  0.015  1.788
N  0.441  2.105  -0.357
N  -1.254  -3.385  0.731
N  -2.479  1.807  1.058
C  1.551  0.457  2.826
C  -0.228  3.258  -1.041
C  -2.525  -3.140  1.178
C  -2.711  -1.791  1.131
C  -0.759  0.030  -3.161
C  -0.690  -2.200  0.424
C  0.182  -0.656  -3.873
C  2.098  -2.167  -3.329
C  1.555  -0.785  1.049
C  -2.090  4.196  0.510
C  2.792  -0.107  2.734
C  3.954  -1.633  1.130
C  -2.206  3.154  1.609
C  -0.699  4.357  -0.091
C  0.476  -1.035  -1.728
C  -0.639  -4.713  0.619
H  4.670  -0.950  0.679
H  -3.585  -1.224  1.401
H  0.354  -0.726  -4.935
H  0.482  3.693  -1.745
H  0.034  4.495  0.712
H  -1.350  -5.451  0.976
H  -3.000  3.447  2.297
H  -2.798  1.206  1.810
H  4.427  -2.143  1.964
H  1.164  1.105  3.594
H  2.988  -1.555  -3.455
H  1.883  -2.677  -4.263
H  -1.285  3.096  2.192
H  0.260  -4.765  1.229
H  -3.237  1.857  0.387
H  -2.807  3.981  -0.290
H  -1.556  0.655  -3.527
H  -1.061  2.855  -1.615
H  3.640  -2.368  0.395
H  -3.188  -3.930  1.486
H  -0.689  5.284  -0.666
H  -0.392  -4.930  -0.417
H  1.025  2.460  0.397
H  1.056  1.652  -1.027
H  3.659  -0.007  3.364
H  -2.391  5.155  0.933
H  2.274  -2.904  -2.552

Record 3
The following is a DFT calculation (ωB97M-V/def2-TZVPD) of an isolated molecule of C3H7NO at a distorted geometry.

As for the SMILES: O[C@@H]1CCN1. The relative energy (zero: lowest compared OMol25 entry of this formula, charge and spin) is 2.5467 eV. The value obtained for the LUMO energy is 1.071 eV.

Element x y z (Å)
O  0.237  0.820  1.908
N  -1.148  0.168  0.026
C  -0.148  -0.175  1.007
C  0.936  -0.322  -0.313
C  -0.307  0.035  -1.148
H  -2.015  -0.350  0.046
H  -0.604  -0.922  1.707
H  1.374  -1.307  -0.516
H  0.775  1.397  1.363
H  -0.639  -0.727  -1.857
H  -0.241  0.996  -1.669
H  1.780  0.386  -0.553

- Among the records above, which one has the lowest relative energy (zero: lowest compared OMol25 entry of this formula, charge and spin)?
  C7H15BrSi